Entry from OMol25: C9H7ClIrO3 as an isolated structure (ωB97M-V/def2-TZVPD).

CARTESIAN COORDINATES (ANGSTROEM)
1 Cl 3.26 -1.08 -1.33
2 C -1.33 0.64 -1.38
3 C -2.02 0.49 -0.07
4 C -1.32 -0.65 0.59
5 H -2.84 1.08 0.34
6 C -0.48 -1.27 -0.39
7 C -0.42 -0.44 -1.54
8 H 0.19 -0.68 -2.38
9 H -1.61 1.38 -2.10
10 H -1.58 -1.07 1.55
11 C 0.15 -2.60 -0.24
12 Ir -0.11 0.92 0.48
13 C 0.06 2.01 2.14
14 C 1.17 2.20 -0.76
15 O -0.09 2.57 3.19
16 O 1.84 2.92 -1.40
17 H 0.43 -2.77 0.80
18 H 1.12 -2.57 -0.78
19 H -0.47 -3.46 -0.57
20 O 2.56 1.15 2.19
21 C 1.51 1.24 1.69

Summary:
**Net charge**: +2
**⟨S²⟩**: 8.783
**Calculated total energy**: -1136.3572 hartree
**HOMO energy (spin up / spin down)**: -15.74 / -18.60 eV
**Spin multiplicity**: 6
**Orbital gap (spin up / spin down)**: 6.4 / 5.3 eV

Entry from OMol25: an isolated ion of composition C5H10N2O2 and charge +2 (ωB97M-V/def2-TZVPD).

CARTESIAN COORDINATES (ANGSTROEM)
1 C -1.59 1.52 -0.22
2 C -2.34 0.45 -0.65
3 C 0.31 0.24 0.67
4 C 2.51 0.90 -0.05
5 C 1.53 -0.12 0.37
6 N -0.28 1.35 0.22
7 N -1.98 -0.72 -0.47
8 O -2.31 -1.75 -1.22
9 O -0.33 -0.62 1.58
10 H -1.92 2.60 -0.42
11 H -3.22 0.43 -1.20
12 H 2.09 1.92 0.11
13 H 2.85 0.63 -1.05
14 H 3.36 0.78 0.68
15 H 1.82 -1.11 0.46
16 H -1.26 -1.02 0.23
17 H 0.44 2.23 0.03
18 H -3.16 -1.45 -1.64
19 H -0.58 -0.08 2.37

Summary:
**Net charge**: +2
**Calculated total energy**: -455.6501 hartree
**HOMO energy (spin up / spin down)**: -18.63 / -18.41 eV
**Spin multiplicity**: 1
**Orbital gap (spin up / spin down)**: 7.4 / 7.0 eV
**Energy relative to the best compared isomer or geometry (same formula, charge and spin)**: 101.69 kcal per mole

Entry from OMol25: a 2-piece molecular cluster, C15H30ClN4O10S overall (ωB97M-V/def2-TZVPD).

CARTESIAN COORDINATES (ANGSTROEM)
1 O 5.83 -2.09 0.10
2 C 5.45 -3.18 -0.57
3 O 5.49 -3.37 -2.03
4 C 5.01 -2.19 -2.77
5 C 3.39 -2.27 -3.17
6 C 2.54 -1.39 -2.06
7 N 1.44 -1.92 -1.16
8 C 0.92 -0.80 -0.27
9 N -0.08 -0.89 0.67
10 C -0.89 -2.12 0.99
11 C -0.02 -3.37 1.61
12 C -0.05 -4.59 0.47
13 S 1.27 -5.92 0.89
14 O 1.00 -7.13 -0.04
15 O 1.05 -6.26 2.42
16 O 2.78 -5.16 0.61
17 N 1.73 0.45 -0.64
18 Cl 1.60 2.03 0.08
19 N 2.61 0.07 -1.67
20 C 3.57 1.08 -2.33
21 O 2.72 2.06 -3.03
22 O 1.65 1.47 -3.54
23 H 5.11 -4.11 0.08
24 H 5.25 -1.16 -2.27
25 H 5.58 -2.19 -3.81
26 H 3.23 -1.81 -4.24
27 H 3.04 -3.38 -3.09
28 H -0.30 -0.01 1.22
29 H -1.77 -1.88 1.75
30 H -1.35 -2.50 -0.03
31 H -0.62 -3.81 2.54
32 H 1.07 -3.09 1.95
33 H 0.14 -4.17 -0.60
34 H -1.14 -5.05 0.48
35 H 3.03 -4.71 1.46
36 H 4.30 1.55 -1.53
37 H 4.21 0.53 -3.17
38 H 0.89 1.95 -3.06
39 C -3.42 4.03 4.22
40 O -3.82 3.46 2.99
41 C -4.96 4.11 2.43
42 C -4.96 3.96 0.90
43 O -4.06 4.87 0.25
44 C -2.66 4.59 0.40
45 C -2.20 3.37 -0.39
46 O -2.58 2.16 0.27
47 C -2.79 1.09 -0.63
48 H -4.21 3.90 4.97
49 H -2.52 3.53 4.56
50 H -3.19 5.09 4.10
51 H -4.97 5.18 2.69
52 H -5.85 3.63 2.84
53 H -5.96 4.23 0.54
54 H -4.78 2.94 0.59
55 H -2.39 4.53 1.46
56 H -2.14 5.47 0.00
57 H -1.10 3.37 -0.46
58 H -2.62 3.41 -1.40
59 H -3.57 1.35 -1.36
60 H -3.13 0.22 -0.06
61 H -1.86 0.84 -1.15

Summary:
**Net charge**: +1
**Calculated total energy**: -2418.5593 hartree
**HOMO energy**: -11.37 eV
**Spin multiplicity**: 1
**Orbital gap**: 6.9 eV

Entry from OMol25: C48H36Cl8FeN6OPS3 as an isolated structure (ωB97M-V/def2-TZVPD).

CARTESIAN COORDINATES (ANGSTROEM)
1 Fe -0.25 -0.68 -0.88
2 C -5.82 -0.39 -0.21
3 S -4.85 0.41 -1.51
4 C -3.22 -0.18 -1.14
5 S -2.23 -0.56 -2.45
6 N -2.95 -0.25 0.15
7 N -1.71 -0.71 0.41
8 C -1.42 -1.08 1.60
9 C -0.09 -1.60 1.79
10 C 0.32 -2.23 2.96
11 C 1.58 -2.81 3.02
12 C 2.39 -2.75 1.89
13 C 1.91 -2.10 0.76
14 N 0.72 -1.52 0.71
15 H -6.85 -0.11 -0.38
16 H -5.49 -0.06 0.78
17 H -5.72 -1.47 -0.29
18 H -2.17 -1.08 2.39
19 H -0.36 -2.28 3.80
20 H 1.91 -3.31 3.91
21 H 3.37 -3.21 1.87
22 H 2.51 -2.02 -0.13
23 Cl 1.77 -1.01 -2.52
24 C 0.93 -2.55 -2.48
25 C -0.16 -2.56 -1.62
26 C -0.84 -3.76 -1.55
27 Cl -2.21 -3.88 -0.48
28 C -0.47 -4.88 -2.29
29 Cl -1.35 -6.36 -2.16
30 C 0.63 -4.82 -3.14
31 Cl 1.11 -6.19 -4.07
32 C 1.35 -3.63 -3.24
33 Cl 2.73 -3.51 -4.27
34 Cl -1.82 -1.47 6.03
35 C -0.44 -0.42 5.91
36 C -0.39 0.54 4.90
37 C 0.70 1.38 4.85
38 C 1.75 1.30 5.77
39 C 2.90 2.29 5.69
40 C 3.85 1.96 4.54
41 N 3.15 1.89 3.27
42 C 2.56 2.94 2.60
43 C 1.78 2.36 1.64
44 N 1.87 0.99 1.70
45 C 2.71 0.75 2.67
46 O 2.45 3.62 5.48
47 C 1.75 4.20 6.58
48 C 0.28 3.93 6.53
49 C -0.44 3.27 7.47
50 Cl 0.15 2.64 8.96
51 S -2.08 3.02 7.03
52 C -1.82 3.83 5.53
53 C -0.54 4.26 5.41
54 C 1.68 0.29 6.72
55 Cl 2.97 0.07 7.88
56 C 0.59 -0.57 6.81
57 H -1.18 0.62 4.17
58 H 0.74 2.13 4.07
59 H 3.47 2.25 6.62
60 H 4.30 0.99 4.73
61 H 4.64 2.71 4.49
62 H 2.73 3.96 2.88
63 H 1.14 2.83 0.91
64 H 3.00 -0.23 3.03
65 H 1.94 5.28 6.51
66 H 2.17 3.85 7.53
67 H -2.62 3.92 4.82
68 H -0.17 4.76 4.52
69 H 0.56 -1.33 7.58
70 N -0.26 1.26 -0.86
71 P -0.55 2.68 -1.28
72 C 0.93 3.66 -1.78
73 C 0.86 4.96 -2.27
74 C 2.01 5.63 -2.65
75 C 3.24 4.99 -2.56
76 C 3.32 3.69 -2.09
77 C 2.16 3.02 -1.71
78 C -1.62 3.00 -2.75
79 C -2.72 3.85 -2.77
80 C -3.47 4.00 -3.94
81 C -3.11 3.32 -5.09
82 C -2.00 2.47 -5.08
83 C -1.27 2.32 -3.91
84 C -1.34 3.72 0.02
85 C -2.58 3.29 0.50
86 C -3.19 3.93 1.56
87 C -2.56 5.00 2.18
88 C -1.32 5.42 1.74
89 C -0.71 4.78 0.67
90 H -0.11 5.45 -2.35
91 H 1.95 6.64 -3.03
92 H 4.14 5.51 -2.87
93 H 4.28 3.19 -2.03
94 H 2.18 2.00 -1.33
95 H -3.01 4.39 -1.88
96 H -4.34 4.65 -3.94
97 H -3.70 3.43 -5.99
98 H -1.73 1.93 -5.97
99 H -0.43 1.64 -3.89
100 H -3.05 2.43 0.04
101 H -4.16 3.59 1.91
102 H -3.05 5.52 3.01
103 H -0.82 6.26 2.23
104 H 0.26 5.12 0.33

Summary:
**Net charge**: -1
**Calculated total energy**: -8735.7311 hartree
**HOMO energy (spin up / spin down)**: -3.93 / -4.00 eV
**Spin multiplicity**: 1
**Orbital gap (spin up / spin down)**: 5.7 / 5.8 eV
**Energy relative to the best compared isomer or geometry (same formula, charge and spin)**: 0.00 kcal per mole

- What is the spin multiplicity in the second record?
  1

- spin multiplicity of number 1 (C9H7ClIrO3)?
  6